No. 1
Formula: C49H42N4NbP2S
Source: the Open Molecules 2025 dataset
Level of theory: the ωB97M-V functional and the def2-TZVPD basis

Properties
HOMO energy (alpha / beta): -15.57 / -15.56 eV
Net charge: +3
Maximum force: 4.99 eV/A

Element x y z (Å)
Nb: -0.509 0.653 0.417
S: 0.753 2.566 1.780
P: 1.384 0.211 -1.328
P: -1.930 -0.863 -1.277
N: -1.755 2.306 -0.263
N: -2.935 2.197 1.718
N: -0.164 -0.843 1.981
N: -2.031 1.226 1.829
C: -4.074 0.923 -2.083
C: -0.606 -1.653 -2.248
C: -3.426 -2.061 0.761
C: -2.804 2.739 0.486
C: -4.292 -4.341 0.588
C: -2.485 0.142 5.344
C: -2.007 4.127 -1.750
C: 3.420 2.253 1.984
C: 2.105 1.719 -2.254
C: 5.316 -0.707 -1.077
C: 2.174 2.032 2.623
C: 0.476 -0.660 -2.694
C: 0.429 -2.087 1.890
C: 2.984 -2.046 -1.877
C: 3.437 2.710 -3.971
C: -3.104 -0.027 -2.448
C: 2.203 1.554 4.010
C: 3.433 1.390 4.642
C: -1.865 0.531 3.035
C: -3.559 -4.513 -0.570
C: -3.538 3.905 0.127
C: 2.166 2.926 -1.533
C: -4.610 1.362 -4.380
C: 2.747 1.633 -3.479
C: -4.657 1.767 -3.037
C: 4.610 1.656 3.963
C: 2.892 -0.752 -1.362
C: 1.567 -4.676 1.864
C: 4.630 1.979 2.615
C: -2.849 -3.416 -1.103
C: 3.579 3.881 -3.209
C: 1.770 -2.276 1.437
C: -0.524 -0.934 4.423
C: -0.816 -0.457 3.136
C: 5.430 -1.942 -1.708
C: 4.277 -2.599 -2.063
C: 2.941 3.985 -1.964
C: -0.389 -3.203 2.200
C: 4.076 -0.145 -0.883
C: 0.197 -4.470 2.219
C: 2.341 -3.558 1.463
C: -1.405 -0.701 5.504
C: -2.765 0.746 4.071
C: -3.057 4.641 -0.981
C: -4.260 -3.095 1.257
C: -2.769 -2.203 -0.442
C: -1.414 2.948 -1.400
C: -3.708 0.395 -4.800
C: -3.074 -0.366 -3.815
H: -4.395 4.224 0.678
H: 4.096 4.656 -3.639
H: 1.670 3.001 -0.543
H: -3.504 5.551 -1.334
H: -5.279 2.604 -2.723
H: -3.426 0.300 -5.830
H: -4.769 -3.051 2.267
H: -4.975 -5.100 0.916
H: 1.244 1.447 4.578
H: -0.213 -2.410 -1.555
H: -4.412 1.030 -1.045
H: 2.266 -1.405 1.145
H: 4.025 0.821 -0.407
H: 2.631 0.733 -4.051
H: -3.259 -1.176 1.417
H: 1.204 -1.145 -3.327
H: 3.449 -3.677 1.281
H: -3.657 1.303 3.806
H: 3.978 2.649 -4.906
H: -1.246 -1.188 6.510
H: -0.707 2.399 -2.026
H: -2.490 -1.245 -4.138
H: -1.480 -3.184 2.439
H: 3.552 1.090 5.730
H: 0.371 -1.514 4.608
H: 6.165 -0.218 -0.590
H: -1.599 4.604 -2.635
H: 0.020 0.106 -3.405
H: 2.990 4.859 -1.335
H: 6.362 -2.463 -1.788
H: -2.309 -3.606 -2.015
H: -0.365 -5.366 2.624
H: 3.461 2.615 0.951
H: 4.258 -3.512 -2.617
H: 2.086 -2.693 -2.018
H: 5.510 1.616 4.631
H: 5.607 2.034 2.097
H: -3.556 -5.455 -1.071
H: -5.291 1.809 -5.081
H: -0.911 -2.271 -3.070
H: 1.978 -5.676 1.809
H: -3.038 0.399 6.294

Atomic forces in eV per Å
Nb 1.8 0.2 3.0
S -1.8 -1.3 -1.6
P 0.7 0.8 -3.2
P -1.0 0.4 -0.6
N 0.4 -0.3 0.1
N 2.1 -3.3 1.0
N -0.9 4.5 -2.0
N -2.1 0.5 0.9
C 0.6 1.1 0.7
C 0.9 0.0 0.6
C -1.0 0.0 2.1
C 0.3 2.3 -1.0
C -0.3 1.5 0.0
C -1.5 1.5 -0.2
C 0.3 0.1 -0.3
C -0.4 -0.6 -0.5
C -0.9 0.6 1.9
C 0.3 -0.1 0.9
C 2.0 -0.9 2.2
C -1.3 1.0 -1.0
C 0.5 -2.1 -0.6
C 0.3 -0.3 0.5
C 0.7 0.8 0.3
C -0.8 -0.7 -0.6
C -1.0 0.8 -1.2
C -0.5 -0.1 1.0
C -0.9 -0.2 0.0
C 0.4 1.4 -0.1
C 1.5 -0.3 -1.3
C -0.2 -0.8 0.9
C 0.5 0.9 0.3
C -0.8 -0.8 0.1
C -0.7 -1.7 0.0
C 1.2 -0.3 1.1
C 1.3 -0.8 1.1
C -0.9 1.6 -0.4
C 0.4 0.2 0.3
C -0.2 -1.6 0.2
C -1.7 -1.9 0.9
C -2.0 -1.3 1.1
C -0.6 -0.6 0.5
C -0.5 0.5 0.7
C -0.4 0.0 0.5
C -1.8 0.3 -0.6
C 0.0 -0.1 -0.9
C 0.1 -1.1 0.4
C -0.6 0.2 -0.5
C 0.7 -1.1 0.4
C 0.5 -0.3 0.3
C 1.3 -0.4 0.0
C 0.6 -0.9 1.8
C -0.2 -1.2 0.4
C 0.6 -0.5 0.7
C 0.0 -0.4 -0.3
C -0.3 -1.0 0.3
C -0.2 -0.2 1.3
C 1.6 -0.2 -0.2
H -0.2 0.1 0.4
H 1.3 1.8 -0.6
H 0.4 0.0 -0.9
H -0.3 0.3 0.3
H -0.1 -0.4 -0.1
H -0.5 -0.6 -0.4
H 0.6 0.4 -1.5
H 0.0 -0.4 0.3
H 1.0 0.0 -0.7
H 0.2 0.2 0.2
H 0.6 0.2 -0.2
H 1.2 1.1 -0.2
H -0.1 0.2 0.1
H 0.3 -0.3 -0.3
H -0.4 -0.5 -0.8
H 0.3 -0.2 0.0
H -1.5 0.1 -0.1
H 0.2 0.3 0.7
H -0.2 -0.1 -0.1
H 0.1 0.7 -1.4
H 0.2 0.6 0.0
H 0.0 0.7 0.1
H 1.1 0.6 -0.1
H -0.6 0.4 -1.5
H -0.1 -0.3 -0.3
H -0.1 -0.2 -0.5
H -0.4 0.3 0.1
H 0.4 -0.7 1.1
H 0.2 0.3 -0.1
H 0.5 0.1 -0.3
H 0.0 0.1 -0.3
H 0.5 1.3 -0.9
H -0.2 -0.1 0.4
H 0.5 -0.7 0.1
H 0.9 0.7 -0.3
H -0.6 -0.1 -1.3
H -0.9 0.3 0.2
H 0.0 -0.4 -0.4
H 0.2 0.5 -0.4
H -0.6 0.0 -0.6
H 0.1 0.1 0.3
H 0.1 -0.4 -1.6



No. 2
Formula: C2H2N2OS
Source: the Open Molecules 2025 dataset
Level of theory: the ωB97M-V functional and the def2-TZVPD basis

Properties
Energy relative to the best compared isomer or geometry (same formula, charge and spin): 221.2 kJ/mol
HOMO energy: -8.90 eV
Net charge: 0
Maximum force: 5.74 eV/A
Structure (SMILES): C#[N+][S-].N=C=O

Element x y z (Å)
S: -0.922 0.795 0.140
O: 2.047 -0.648 1.190
N: -2.017 -0.221 0.112
N: 2.730 0.909 -0.355
C: -2.863 -1.031 0.027
C: 2.265 0.135 0.384
H: -3.765 -1.410 -0.428
H: 2.525 1.471 -1.070

Atomic forces in eV per Å
S 3.4 3.2 0.4
O -1.0 -1.7 1.6
N -4.2 -3.8 -0.7
N 2.1 0.1 0.7
C 0.4 0.8 -0.1
C 0.1 -0.7 0.7
H 0.4 0.0 0.4
H -1.1 2.3 -3.0



No. 3
Formula: C4H12N2O
Source: the Open Molecules 2025 dataset
Level of theory: the ωB97M-V functional and the def2-TZVPD basis

Properties
Energy relative to the best compared isomer or geometry (same formula, charge and spin): 197.7 kJ/mol
HOMO energy: -7.78 eV
Net charge: 0
Maximum force: 1.80 eV/A
Structure (SMILES): C=C(N)CCN.O

Element x y z (Å)
O: 3.154 1.959 0.707
N: -2.386 -0.967 -0.615
N: -0.054 1.238 0.632
C: 0.277 -0.106 1.215
C: -1.020 -0.893 -0.836
C: -0.503 -0.546 -2.017
C: -0.106 -1.306 0.273
H: 3.237 1.565 1.578
H: 0.788 -1.750 -0.150
H: -1.131 -0.170 -2.786
H: -0.278 -0.072 2.148
H: 1.346 -0.216 1.377
H: -2.959 -0.562 -1.322
H: 0.408 1.928 1.196
H: -1.022 1.397 0.788
H: -0.608 -2.014 0.940
H: 0.509 -0.823 -2.241
H: 2.216 1.835 0.518
H: -2.695 -1.318 0.263

Atomic forces in eV per Å
O -0.2 -0.1 0.1
N 1.3 0.5 0.3
N 1.6 -0.9 -0.3
C -0.7 0.8 -0.8
C 0.2 -0.7 -0.7
C 0.0 -0.5 0.5
C -0.8 0.6 1.0
H 0.3 0.0 0.2
H 0.0 0.0 0.0
H -0.4 0.1 -0.7
H 0.2 -1.1 0.4
H 0.0 0.4 0.3
H -0.7 -0.1 0.1
H 0.1 0.4 0.3
H -0.9 0.2 -0.2
H 0.2 -0.4 -0.3
H 0.4 0.5 0.0
H 0.0 0.1 -0.5
H -0.6 0.2 0.1



No. 4
Formula: C33H32BrN5O3STi
Source: the Open Molecules 2025 dataset
Level of theory: the ωB97M-V functional and the def2-TZVPD basis

Properties
Energy relative to the best compared isomer or geometry (same formula, charge and spin): 158.6 kJ/mol
HOMO energy (alpha / beta): -9.21 / -10.06 eV
2S+1: 2
Net charge: +1
Maximum force: 1.64 eV/A

Element x y z (Å)
Br: 1.210 0.017 3.986
Ti: -1.230 -0.025 -0.030
S: -3.785 -1.325 -0.828
O: 4.860 -3.261 2.360
O: -2.619 -1.409 0.155
O: -2.568 1.187 -0.634
N: -1.416 1.170 -2.579
N: 2.133 -0.302 1.412
N: -0.018 -1.626 -0.369
N: -0.808 0.150 -1.898
N: -0.511 1.213 1.144
C: -2.320 1.715 -1.813
C: 2.281 -0.776 2.636
C: 2.239 4.360 0.719
C: 1.221 -3.980 -1.230
C: -2.387 2.339 2.303
C: -3.029 3.281 -3.616
C: -3.552 3.788 -1.316
C: 1.509 4.237 1.890
C: 0.326 -0.573 -3.980
C: -0.007 -0.719 -2.531
C: 3.160 -1.777 3.002
C: 1.058 -2.939 -2.104
C: -2.022 -0.032 2.531
C: 0.594 3.208 2.049
C: 3.995 -2.294 2.016
C: -4.090 5.362 -3.047
C: -4.083 5.005 -1.707
C: 0.758 -3.842 0.092
C: -5.207 -1.599 0.242
C: 2.040 3.443 -0.303
C: 3.897 -1.772 0.727
C: 2.958 -0.790 0.486
C: -3.961 0.981 3.526
C: -3.193 -0.138 3.271
C: 1.115 2.426 -0.161
C: -3.543 2.221 3.046
C: 0.398 -1.771 -1.677
C: -1.601 1.209 2.020
C: -3.000 2.931 -2.266
C: 0.177 -2.661 0.470
C: 0.372 2.294 1.017
C: -3.732 -2.967 -1.583
C: -3.579 4.490 -4.000
H: -6.093 -1.741 -0.375
H: 1.404 -0.595 -4.140
H: 1.653 4.948 2.692
H: -3.489 -1.101 3.668
H: -4.631 -3.118 -2.178
H: -0.157 -2.523 1.493
H: 1.385 -3.003 -3.133
H: -4.490 6.320 -3.350
H: -4.140 3.099 3.252
H: -2.080 3.304 1.923
H: -3.648 -3.720 -0.802
H: 2.609 3.525 -1.220
H: -3.614 4.757 -5.048
H: -5.019 -2.467 0.870
H: -2.853 -3.001 -2.225
H: -1.374 -0.896 2.420
H: 2.964 5.154 0.606
H: 5.418 -3.509 1.616
H: 0.970 1.702 -0.955
H: -4.494 5.677 -0.966
H: 4.551 -2.114 -0.065
H: -2.616 2.604 -4.350
H: -3.529 3.498 -0.273
H: 0.851 -4.651 0.800
H: 3.219 -2.145 4.016
H: -0.064 0.381 -4.323
H: -0.124 -1.369 -4.577
H: 0.076 3.092 2.991
H: -5.320 -0.709 0.860
H: -4.870 0.902 4.107
H: 2.848 -0.356 -0.503
H: 1.679 -4.906 -1.549

Atomic forces in eV per Å
Br -0.1 -0.1 0.1
Ti -0.6 -0.2 1.4
S -1.1 -1.2 -0.3
O 0.0 -0.1 0.2
O -0.4 -0.3 0.2
O -0.3 0.8 -0.5
N -0.2 0.7 -0.4
N 0.2 0.1 0.3
N 0.8 -0.8 -1.0
N 0.2 -0.2 -0.3
N 0.6 0.4 0.6
C 0.5 -0.5 -0.8
C 0.1 0.0 -0.4
C 0.0 0.0 0.0
C -0.1 0.1 0.1
C -0.1 0.1 -0.1
C 0.0 0.0 0.0
C 0.1 -0.1 0.0
C 0.0 0.1 0.0
C 0.0 0.0 0.2
C -0.1 0.2 -0.3
C 0.1 -0.2 0.1
C 0.0 0.1 0.0
C 0.4 0.5 0.0
C -0.1 -0.2 0.0
C -0.3 0.3 -0.1
C 0.0 0.0 0.0
C -0.1 0.1 0.0
C 0.0 0.0 0.0
C 0.2 0.2 -0.1
C 0.0 0.0 0.0
C 0.1 0.0 -0.1
C -0.1 0.0 0.1
C 0.0 -0.2 0.0
C -0.3 -0.1 0.0
C -0.2 -0.1 0.2
C 0.1 0.1 -0.1
C 0.0 -0.1 0.2
C -0.3 -0.2 0.8
C -0.3 0.2 0.2
C 0.0 -0.1 0.2
C 0.4 0.4 0.0
C 0.0 0.3 0.0
C 0.0 0.0 0.0
H 0.0 0.0 0.0
H 0.0 -0.1 0.0
H 0.0 0.0 0.0
H 0.0 0.0 0.0
H 0.0 0.0 0.0
H 0.0 0.0 0.0
H 0.0 0.0 0.0
H 0.0 0.0 0.0
H 0.0 0.0 0.0
H 0.0 0.0 0.0
H 0.0 0.1 0.1
H 0.0 0.0 0.0
H 0.0 0.0 0.0
H 0.1 0.0 0.0
H 0.0 0.1 0.0
H 0.0 0.0 0.1
H 0.0 0.0 0.0
H 0.0 0.0 -0.1
H 0.0 0.1 0.0
H 0.0 0.0 0.0
H 0.0 0.0 0.0
H 0.0 0.0 0.0
H 0.0 0.0 0.0
H 0.0 0.0 0.1
H 0.0 0.0 0.0
H 0.0 0.0 -0.1
H 0.0 0.0 0.0
H 0.0 0.0 0.0
H 0.0 0.0 0.0
H 0.0 0.0 0.0
H 0.1 -0.1 0.0
H 0.0 0.0 0.0



No. 5
Formula: C28H26GaN3O3SSi
Source: the Open Molecules 2025 dataset
Level of theory: the ωB97M-V functional and the def2-TZVPD basis

Properties
Energy relative to the best compared isomer or geometry (same formula, charge and spin): 0.0 kJ/mol
HOMO energy: -7.53 eV
Net charge: 0
Maximum force: 0.38 eV/A

Element x y z (Å)
Ga: 0.146 0.052 0.051
S: 3.068 1.097 1.428
Si: -0.209 2.086 -1.239
O: -1.407 -1.045 -0.567
O: 4.262 0.660 0.708
O: -1.111 0.485 1.647
N: 0.497 -1.895 1.193
N: 1.751 0.563 1.073
N: 1.296 -1.249 -1.281
C: -4.331 1.056 0.081
C: -2.337 3.911 -0.502
C: -1.158 4.686 1.881
C: 1.147 -4.321 2.368
C: 2.795 -4.615 -0.958
C: -1.241 1.862 -2.804
C: -2.958 4.861 0.302
C: -2.289 0.848 1.462
C: -4.712 -0.376 -1.792
C: 2.460 -1.724 -3.302
C: -3.483 -0.954 -1.632
C: 0.404 -3.389 3.043
C: -3.053 0.485 0.284
C: 1.666 -2.451 -0.803
C: 2.844 -2.950 -2.825
C: 1.231 -2.801 0.525
C: 2.385 -4.945 0.284
C: 2.444 -3.349 -1.538
C: 1.417 2.919 -1.721
C: -2.907 1.685 2.545
C: 0.099 -2.174 2.413
C: -2.365 5.255 1.494
C: 1.589 -4.039 1.064
C: 1.679 -0.896 -2.489
C: -0.542 3.743 1.069
C: -1.110 3.343 -0.146
C: -5.148 0.660 -0.941
C: -2.585 -0.517 -0.621
H: -0.691 4.985 2.812
H: 3.453 -3.616 -3.425
H: -3.873 1.293 2.859
H: 3.401 -5.298 -1.540
H: -2.844 5.998 2.121
H: 0.052 -3.571 4.050
H: -1.359 2.810 -3.337
H: 1.402 -5.269 2.826
H: 2.655 -5.899 0.719
H: -5.359 -0.718 -2.592
H: -2.811 3.624 -1.435
H: -6.115 1.122 -1.087
H: -3.057 2.701 2.171
H: 1.361 0.083 -2.828
H: 2.753 -1.384 -4.286
H: 2.042 3.098 -0.844
H: 1.224 3.883 -2.199
H: -2.236 1.467 -2.579
H: 2.005 2.312 -2.415
H: 0.400 3.307 1.389
H: -0.477 -1.407 2.914
H: -3.134 -1.738 -2.292
H: -4.664 1.843 0.746
H: -3.901 5.296 -0.005
H: -0.764 1.155 -3.488
H: -2.221 1.724 3.386

Atomic forces in eV per Å
Ga 0.0 -0.2 -0.1
S 0.1 -0.2 -0.1
Si 0.0 0.0 0.0
O 0.0 -0.1 0.0
O 0.0 0.0 0.0
O 0.0 0.0 0.1
N 0.0 0.0 0.0
N -0.2 0.3 0.2
N 0.0 0.0 0.0
C 0.0 0.0 0.0
C 0.1 0.1 0.0
C 0.0 0.1 -0.1
C 0.0 0.0 0.0
C 0.0 0.0 0.0
C 0.0 0.0 0.0
C 0.0 0.0 0.0
C 0.0 0.0 -0.1
C 0.0 0.0 0.0
C 0.0 0.0 0.0
C 0.0 0.0 0.0
C 0.0 0.0 0.0
C 0.0 0.0 0.0
C 0.0 0.0 0.0
C 0.0 0.0 0.0
C 0.0 0.0 0.0
C 0.0 0.0 0.0
C 0.0 0.0 0.0
C 0.0 0.0 0.0
C -0.1 0.0 0.0
C 0.0 0.0 0.0
C 0.0 0.0 0.0
C 0.0 0.0 0.0
C 0.0 0.0 0.0
C 0.0 0.1 0.0
C -0.1 0.0 0.0
C 0.0 0.0 0.0
C 0.0 0.1 0.1
H 0.0 0.0 0.0
H 0.0 0.0 0.0
H 0.0 0.0 0.0
H 0.0 0.0 0.0
H 0.0 0.0 0.0
H 0.0 0.0 0.0
H 0.0 0.0 0.0
H 0.0 0.0 0.0
H 0.0 0.0 0.0
H 0.0 0.0 0.0
H 0.0 0.0 0.0
H 0.0 0.0 0.0
H 0.0 0.0 0.0
H 0.0 0.0 0.0
H 0.0 0.0 0.0
H 0.0 0.0 0.0
H 0.0 0.0 0.0
H 0.0 0.0 0.0
H 0.0 0.0 0.0
H 0.0 0.0 0.0
H 0.0 0.0 0.0
H 0.0 0.0 0.0
H 0.0 0.0 0.0
H 0.0 0.0 0.0
H 0.0 0.0 0.0
H 0.0 0.0 0.0



No. 6
Formula: C5H6F2
Source: the Open Molecules 2025 dataset
Level of theory: the ωB97M-V functional and the def2-TZVPD basis

Properties
Energy relative to the best compared isomer or geometry (same formula, charge and spin): 349.0 kJ/mol
HOMO energy (alpha / beta): -8.59 / -7.99 eV
Net charge: 0
Maximum force: 4.07 eV/A

Element x y z (Å)
F: 0.099 2.238 -1.115
F: 1.763 1.141 -0.186
C: -0.216 -0.120 1.670
C: 0.503 1.503 -0.078
C: -0.444 -0.563 -0.878
C: 0.138 -1.388 -1.689
C: -0.522 0.376 0.242
H: -0.440 -2.205 -2.146
H: 1.133 -1.355 -2.094
H: -0.212 0.749 2.380
H: -1.387 0.931 0.159
H: -1.099 -0.683 2.151
H: 0.685 -0.623 1.585

Atomic forces in eV per Å
F 0.5 0.2 -0.3
F 0.7 0.0 -0.4
C -3.8 1.1 0.8
C -1.2 -0.5 0.4
C -0.2 -0.7 1.3
C -0.6 -0.3 -0.6
C 2.3 0.4 -0.2
H 0.0 0.2 0.2
H 0.7 0.4 0.1
H 0.7 -0.5 -0.9
H -2.3 0.9 0.2
H 1.6 0.0 -1.2
H 1.6 -1.2 0.7



No. 7
Formula: C2H3F3
Source: the Open Molecules 2025 dataset
Level of theory: the ωB97M-V functional and the def2-TZVPD basis

Properties
Energy relative to the best compared isomer or geometry (same formula, charge and spin): 46.2 kJ/mol
HOMO energy: -13.10 eV
Net charge: 0
Maximum force: 5.04 eV/A
Structure (SMILES): CC(F)(F)F

Element x y z (Å)
F: -1.297 1.191 0.303
F: -1.287 -0.242 -1.260
F: -1.196 -0.817 0.795
C: -0.722 0.047 -0.020
C: 0.873 -0.044 0.029
H: 1.110 -1.007 -0.145
H: 1.186 0.321 1.063
H: 1.332 0.552 -0.764

Atomic forces in eV per Å
F 0.5 1.5 0.3
F 1.2 0.0 0.5
F -0.9 -2.4 2.0
C 1.5 0.4 -2.4
C -2.5 4.3 1.0
H 0.8 -3.3 -0.3
H -0.3 -0.6 -1.5
H -0.2 0.2 0.3